1.
Formula: C15H22N5Pt
Source: the OMol25 dataset
Level of theory: the ωB97M-V functional and the def2-TZVPD basis

Summary:
Expectation value of S²: 6.0375
Highest occupied orbital energy (alpha / beta): -9.58 / -11.40 eV
ΔE to the lowest compared entry with this formula, charge and spin: 34.1 kcal per mole
2S+1: 5
Total charge: +1
Orbital gap (alpha / beta): 7.14 / 5.69 eV

CARTESIAN COORDINATES (ANGSTROEM)
C (-0.153, 0.498, -2.253)
C (0.449, 1.885, -2.466)
C (0.587, -0.573, -3.072)
C (-1.593, 0.595, -2.756)
H (0.401, -0.413, -4.154)
H (0.286, -1.594, -2.839)
H (1.666, -0.549, -2.945)
H (0.018, 2.384, -3.352)
H (1.533, 1.824, -2.598)
H (0.241, 2.462, -1.566)
H (-1.660, 1.263, -3.622)
H (-2.209, 0.983, -1.943)
H (-1.978, -0.388, -3.050)
C (1.614, -0.252, 0.753)
C (2.351, -0.887, -0.305)
C (2.937, 0.121, -1.089)
H (2.529, -1.950, -0.390)
C (2.571, 1.392, -0.596)
C (1.714, 1.221, 0.540)
H (1.618, 1.970, 1.326)
H (1.383, -0.720, 1.709)
H (3.585, -0.049, -1.950)
H (2.897, 2.363, -0.970)
C (-1.671, -1.142, 0.961)
C (-0.503, -1.903, 1.270)
C (-0.068, -2.559, 0.079)
H (-0.057, -1.991, 2.250)
C (-0.953, -2.234, -0.961)
C (-1.869, -1.204, -0.487)
H (-2.727, -0.778, -0.985)
H (-2.473, -0.858, 1.615)
H (0.743, -3.264, 0.010)
H (-1.049, -2.755, -1.906)
Pt (-0.204, 0.295, -0.238)
N (-2.400, 0.538, 5.192)
N (-1.467, 0.684, 4.171)
N (-0.176, 1.071, 4.438)
C (0.259, 1.219, 3.157)
N (-0.646, 0.970, 2.207)
N (-1.780, 0.638, 2.884)
H (-3.125, -0.109, 4.906)
H (-1.888, 0.263, 6.028)
H (1.267, 1.531, 2.995)

Results of the natural (NBO) charge analysis, in e, for atoms 1 through 8:
1. C -0.211
2. C -0.641
3. C -0.648
4. C -0.638
5. H 0.225
6. H 0.208
7. H 0.218
8. H 0.232



2.
Formula: C21H19N6O4RuS
Source: the OMol25 dataset
Level of theory: the ωB97M-V functional and the def2-TZVPD basis

Summary:
Highest occupied orbital energy: -18.29 eV
ΔE to the lowest compared entry with this formula, charge and spin: 12.1 kcal per mole
2S+1: 1
Total charge: +3
Orbital gap: 6.34 eV

CARTESIAN COORDINATES (ANGSTROEM)
Ru (-0.087, 0.257, 0.000)
O (1.026, 2.039, -0.213)
C (1.305, 2.845, 0.688)
C (0.908, 2.699, 2.071)
C (1.201, 3.736, 2.953)
C (0.786, 3.633, 4.270)
C (0.089, 2.543, 4.742)
C (-0.203, 1.495, 3.867)
C (0.208, 1.564, 2.553)
O (-0.076, 0.456, 1.800)
N (1.107, 4.756, 5.193)
O (1.746, 5.662, 4.717)
O (0.758, 4.619, 6.336)
H (1.889, 3.728, 0.410)
H (1.731, 4.629, 2.645)
H (-0.218, 2.519, 5.780)
H (-0.741, 0.619, 4.201)
C (-1.780, -3.596, 0.973)
C (-2.875, -3.639, 0.128)
C (-3.123, -2.567, -0.725)
C (-2.262, -1.487, -0.707)
N (-1.195, -1.459, 0.125)
C (-0.958, -2.481, 0.946)
C (-2.405, -0.283, -1.551)
C (-3.386, -0.093, -2.501)
C (-3.399, 1.082, -3.245)
C (-2.422, 2.049, -3.037)
C (-1.461, 1.818, -2.081)
N (-1.458, 0.682, -1.349)
H (-1.559, -4.407, 1.652)
H (-3.538, -4.493, 0.129)
H (-3.979, -2.583, -1.383)
H (-0.094, -2.395, 1.593)
H (-4.138, -0.850, -2.670)
H (-4.169, 1.237, -3.990)
H (-2.403, 2.966, -3.608)
H (-0.666, 2.522, -1.874)
C (1.948, -3.842, -3.588)
C (2.119, -2.322, -3.701)
C (2.173, -1.680, -2.358)
N (1.154, -1.208, -1.716)
N (1.516, -0.728, -0.493)
C (2.802, -0.817, -0.173)
N (3.340, -0.382, 0.960)
S (3.665, -1.586, -1.452)
H (1.943, -4.277, -4.585)
H (1.007, -4.094, -3.100)
H (2.766, -4.299, -3.032)
H (1.288, -1.869, -4.244)
H (3.034, -2.079, -4.244)
H (2.763, -0.105, 1.739)
H (4.321, -0.535, 1.150)

Results of the natural (NBO) charge analysis, in e, for atoms 1 through 8:
1. Ru 1.325
2. O -0.585
3. C 0.475
4. C -0.274
5. C -0.079
6. C 0.046
7. C -0.082
8. C -0.221



3.
Formula: C4H12N2O
Source: the OMol25 dataset
Level of theory: the ωB97M-V functional and the def2-TZVPD basis

Summary:
Highest occupied orbital energy: -8.54 eV
ΔE to the lowest compared entry with this formula, charge and spin: 33.0 kcal per mole
2S+1: 1
Structure (SMILES): C[C@@H](N)[C@@](C)(N)O
Orbital gap: 9.49 eV

CARTESIAN COORDINATES (ANGSTROEM)
C (-1.835, 0.252, 0.241)
C (-0.503, -0.235, 0.772)
N (-0.520, -1.839, 0.680)
C (0.747, 0.125, 0.025)
C (0.798, -0.097, -1.476)
N (0.769, 1.734, 0.282)
O (1.853, -0.379, 0.693)
H (-2.627, -0.333, 0.701)
H (-1.985, 1.303, 0.480)
H (-1.924, 0.123, -0.836)
H (-0.373, -0.040, 1.838)
H (0.354, -2.233, 1.015)
H (-0.685, -2.158, -0.270)
H (1.617, 0.494, -1.883)
H (0.969, -1.150, -1.689)
H (-0.120, 0.220, -1.962)
H (0.790, 1.951, 1.273)
H (0.033, 2.251, -0.186)
H (2.643, 0.009, 0.301)

Results of the natural (NBO) charge analysis, in e, for atoms 1 through 8:
1. C -0.625
2. C -0.062
3. N -0.876
4. C 0.418
5. C -0.661
6. N -0.920
7. O -0.718
8. H 0.236



4.
Formula: C56H137N11O16
Source: the OMol25 dataset
Level of theory: the ωB97M-V functional and the def2-TZVPD basis

Summary:
Highest occupied orbital energy: -21.07 eV
2S+1: 1
Total charge: +8
Orbital gap: 8.59 eV

CARTESIAN COORDINATES (ANGSTROEM)
C (11.562, 25.117, 21.452)
O (12.049, 24.685, 22.706)
C (12.480, 25.698, 23.662)
C (13.267, 24.972, 24.681)
N (12.860, 23.553, 24.807)
H (12.099, 23.472, 25.461)
H (12.734, 23.097, 23.889)
C (13.889, 22.844, 25.624)
C (14.921, 22.147, 24.734)
O (14.170, 21.411, 23.765)
C (14.870, 21.301, 22.528)
H (11.272, 24.192, 20.967)
H (12.285, 25.680, 20.867)
H (10.659, 25.713, 21.502)
H (11.563, 26.129, 24.102)
H (13.167, 26.456, 23.272)
H (13.311, 25.418, 25.695)
H (14.265, 24.840, 24.216)
H (13.370, 22.070, 26.235)
H (14.459, 23.553, 26.218)
H (15.635, 21.564, 25.334)
H (15.433, 22.993, 24.270)
H (15.904, 21.062, 22.676)
H (14.845, 22.273, 22.027)
H (14.387, 20.523, 21.901)
C (14.064, 15.255, 20.915)
O (14.053, 14.705, 22.257)
C (12.969, 15.184, 23.009)
C (13.202, 14.772, 24.508)
N (12.822, 13.318, 24.745)
H (13.152, 12.789, 23.966)
H (13.362, 13.053, 25.573)
C (11.348, 12.950, 24.911)
C (10.798, 13.566, 26.181)
O (10.749, 14.968, 26.028)
C (10.866, 15.688, 27.243)
H (13.106, 15.147, 20.434)
H (14.984, 14.879, 20.432)
H (14.182, 16.355, 20.992)
H (12.002, 14.726, 22.752)
H (12.829, 16.248, 22.804)
H (12.655, 15.408, 25.165)
H (14.247, 14.910, 24.716)
H (11.337, 11.868, 24.851)
H (10.850, 13.316, 24.009)
H (11.427, 13.336, 27.073)
H (9.822, 13.148, 26.451)
H (10.870, 16.710, 26.903)
H (11.823, 15.471, 27.789)
H (10.087, 15.478, 27.951)
C (19.510, 23.570, 21.217)
O (18.801, 23.517, 19.975)
C (19.608, 23.006, 18.872)
C (18.743, 23.182, 17.629)
N (18.291, 24.603, 17.599)
H (18.021, 24.689, 18.624)
H (19.052, 25.272, 17.409)
C (17.123, 24.862, 16.707)
C (17.387, 24.399, 15.272)
O (17.192, 22.991, 15.264)
C (17.601, 22.383, 13.998)
H (20.520, 24.058, 21.124)
H (19.659, 22.541, 21.661)
H (19.032, 24.310, 21.885)
H (19.877, 21.929, 19.016)
H (20.503, 23.687, 18.695)
H (17.786, 22.673, 17.651)
H (19.285, 22.940, 16.743)
H (16.922, 25.940, 16.803)
H (16.267, 24.319, 17.110)
H (18.358, 24.726, 14.910)
H (16.658, 24.846, 14.592)
H (17.076, 22.713, 13.121)
H (17.363, 21.333, 14.085)
H (18.677, 22.471, 13.786)
C (21.806, 13.265, 15.100)
O (22.312, 14.468, 15.712)
C (22.694, 14.394, 17.044)
C (23.136, 15.818, 17.663)
N (22.046, 16.888, 17.724)
H (21.658, 17.051, 16.797)
H (21.150, 16.620, 18.263)
C (22.417, 18.237, 18.373)
C (21.561, 19.270, 17.590)
O (22.120, 19.514, 16.304)
C (21.554, 20.564, 15.564)
H (21.071, 12.684, 15.671)
H (22.617, 12.578, 14.954)
H (21.315, 13.592, 14.193)
H (23.549, 13.727, 17.224)
H (21.877, 14.001, 17.666)
H (23.911, 16.258, 17.060)
H (23.450, 15.639, 18.682)
H (23.491, 18.397, 18.352)
H (22.058, 18.323, 19.410)
H (21.613, 20.173, 18.170)
H (20.517, 18.917, 17.519)
H (21.957, 20.482, 14.518)
H (21.834, 21.544, 15.984)
H (20.467, 20.477, 15.611)
C (17.111, 13.926, 14.494)
O (16.649, 12.630, 14.915)
C (17.777, 11.760, 15.120)
C (17.300, 10.592, 16.014)
N (16.537, 9.451, 15.284)
H (17.105, 8.940, 14.601)
H (16.240, 8.668, 15.936)
C (15.258, 9.992, 14.695)
C (14.282, 10.237, 15.913)
O (14.430, 9.219, 16.924)
C (13.510, 8.087, 16.838)
H (16.306, 14.516, 14.036)
H (17.982, 13.830, 13.862)
H (17.456, 14.573, 15.313)
H (18.634, 12.244, 15.549)
H (18.122, 11.305, 14.159)
H (16.629, 11.038, 16.759)
H (18.122, 10.068, 16.529)
H (14.746, 9.195, 14.114)
H (15.555, 10.906, 14.191)
H (13.257, 10.271, 15.498)
H (14.445, 11.227, 16.331)
H (13.189, 7.959, 15.803)
H (12.598, 8.327, 17.422)
H (14.023, 7.222, 17.237)
C (20.947, 16.853, 13.569)
O (22.205, 17.348, 13.026)
C (22.570, 16.665, 11.875)
C (23.528, 17.374, 10.884)
N (24.661, 18.091, 11.446)
H (24.402, 18.684, 12.261)
H (25.290, 17.441, 11.940)
C (25.539, 18.867, 10.519)
C (26.095, 20.070, 11.239)
O (25.048, 20.476, 12.146)
C (25.022, 21.877, 12.275)
H (20.400, 17.766, 13.926)
H (21.122, 16.258, 14.499)
H (20.306, 16.336, 12.853)
H (21.688, 16.349, 11.293)
H (23.037, 15.711, 12.175)
H (22.957, 18.072, 10.248)
H (23.985, 16.690, 10.167)
H (24.904, 19.313, 9.730)
H (26.173, 18.163, 9.975)
H (26.298, 20.834, 10.518)
H (27.047, 20.012, 11.791)
H (25.949, 22.210, 12.738)
H (24.170, 22.101, 12.891)
H (24.843, 22.360, 11.290)
C (11.821, 15.901, 13.888)
O (10.724, 16.348, 13.175)
C (9.587, 15.610, 13.326)
C (8.468, 16.208, 12.431)
N (9.122, 16.819, 11.175)
H (10.036, 17.152, 11.449)
H (9.318, 16.112, 10.436)
C (8.421, 18.014, 10.581)
C (9.271, 18.319, 9.335)
O (10.635, 18.274, 9.675)
C (11.554, 18.560, 8.583)
H (11.950, 14.816, 13.710)
H (11.837, 16.249, 14.956)
H (12.651, 16.489, 13.431)
H (9.184, 15.571, 14.363)
H (9.774, 14.581, 13.009)
H (8.078, 17.001, 13.025)
H (7.680, 15.550, 12.089)
H (8.453, 18.836, 11.301)
H (7.386, 17.758, 10.317)
H (9.003, 19.307, 8.949)
H (9.060, 17.615, 8.515)
H (11.497, 19.625, 8.315)
H (11.424, 17.881, 7.700)
H (12.509, 18.272, 9.010)
C (20.050, 17.767, 22.382)
C (19.232, 16.920, 23.275)
N (19.853, 15.500, 23.157)
C (20.072, 14.865, 21.935)
C (20.671, 13.704, 22.191)
N (20.884, 13.640, 23.577)
C (20.339, 14.722, 24.157)
C (21.445, 12.491, 24.225)
H (20.972, 18.034, 22.848)
H (19.526, 18.678, 22.206)
H (20.217, 17.295, 21.429)
H (18.153, 16.893, 22.992)
H (19.206, 17.144, 24.330)
H (19.668, 15.256, 21.022)
H (20.706, 12.842, 21.509)
H (20.193, 14.908, 25.218)
H (21.572, 12.707, 25.290)
H (22.472, 12.317, 23.863)
H (20.861, 11.624, 24.047)
C (12.375, 18.508, 17.838)
C (11.075, 19.311, 17.935)
N (9.936, 18.454, 18.241)
C (8.645, 18.988, 18.327)
C (7.784, 18.044, 18.819)
N (8.545, 16.918, 19.025)
C (9.833, 17.204, 18.675)
C (8.069, 15.636, 19.561)
H (12.394, 17.656, 17.134)
H (12.606, 18.158, 18.842)
H (13.212, 19.123, 17.549)
H (10.854, 19.755, 16.941)
H (11.215, 20.037, 18.729)
H (8.471, 20.032, 18.136)
H (6.731, 18.153, 19.141)
H (10.708, 16.526, 18.724)
H (8.987, 15.028, 19.635)
H (7.290, 15.182, 18.930)
H (7.746, 15.856, 20.566)
C (18.098, 18.002, 17.723)
C (18.432, 17.202, 18.979)
O (17.610, 17.187, 19.896)
O (19.551, 16.571, 18.993)
H (18.587, 18.993, 17.769)
H (17.017, 18.105, 17.867)
H (18.262, 17.508, 16.759)

Results of the Mulliken charge analysis, in e, for atoms 1 through 8:
1. C -0.759
2. O -0.322
3. C -0.602
4. C -0.496
5. N -0.011
6. H 0.378
7. H 0.402
8. C -0.800



What did we get for max |F|? Answer: 3.34; 0.64; 5.00; 2.81 eV/Å, in the order shown.